Molecular formula: C2H10N2O2
Method: DFT, ωB97M-V/def2-TZVPD

The multiplicity is 1. Its SMILES is C/N=C\N.O.O. The highest occupied orbital energy is -7.899 eV. The molar mass is 94.114 g mol⁻¹. For the LUMO energy, the calculation gives 0.9 eV. Its gap between HOMO and LUMO is 8.786 eV.

```
16
Properties=species:S:1:pos:R:3:forces:R:3
H 0.74437 2.13678 0.46738 0.3 -1.8 -0.3
N 0.85411 0.53504 3.14260 0.9 -1.8 1.9
C 0.40247 -0.28472 2.19820 -1.1 -0.5 -2.8
H -4.19409 0.69993 -3.70321 -0.7 -0.5 -0.3
O -3.43159 1.24223 -3.56664 1.2 1.2 -1.2
C 0.93155 0.99800 0.20365 -2.1 2.5 -0.1
O 1.52272 -2.52186 -1.49194 3.3 0.4 0.4
H 0.63155 -2.63169 -1.66598 -2.7 0.0 -0.7
H 2.08686 0.93258 0.15551 -2.0 -0.8 0.3
N 0.04793 0.05190 0.97407 2.9 -1.5 1.5
H 1.09764 1.44600 2.78249 0.4 0.2 1.0
H 0.38082 0.89129 -0.77252 1.6 0.4 0.4
H 1.13074 -0.01534 4.02852 -0.1 2.4 -1.9
H 1.91208 -1.90447 -2.13376 -0.6 -0.4 0.3
H 0.37888 -1.35767 2.53193 -0.9 0.9 -0.2
H -3.21623 1.65141 -4.44950 -0.5 -0.8 1.4
```
Positions in Å, forces in eV/Å.

Molecular formula: C29H20N6O2Zn
Method: DFT, ωB97M-V/def2-TZVPD

The multiplicity is 1. The highest occupied orbital energy is -7.928 eV. The molar mass is 549.909 g mol⁻¹. For the LUMO energy, the calculation gives -1.0 eV. Its gap between HOMO and LUMO is 6.883 eV.

```
58
Properties=species:S:1:pos:R:3:forces:R:3
C 3.72750 -2.86865 -0.60555 0.0 0.0 0.0
H -2.65285 3.76061 1.02076 0.0 0.0 0.0
C -0.18222 4.23812 2.19218 0.0 0.0 0.0
C 2.13695 0.07101 -2.43609 0.0 0.0 0.0
C -7.27578 -1.01653 -2.10518 0.0 0.0 0.0
N -2.28964 1.77605 0.57679 0.0 0.0 0.0
C 1.83208 3.10878 2.80961 0.0 0.0 0.0
H 1.33524 1.24659 -4.11895 0.0 0.0 0.0
H -5.01288 2.23313 -0.44060 0.0 0.0 0.0
H -4.25377 -2.15452 -1.10653 0.0 0.0 0.0
C -6.24308 -1.92502 -1.87659 0.0 0.0 0.0
H 6.66525 -0.36267 -0.61669 0.0 0.0 0.0
C -0.63854 3.04058 1.65852 0.0 0.0 0.0
O -5.89595 2.07286 -0.85283 0.0 0.0 0.0
C -1.96988 2.91574 1.04629 0.0 0.0 0.0
N 0.28789 0.35054 -1.12766 0.0 0.0 0.0
N -3.49927 1.55312 0.02966 0.0 0.0 0.0
C -5.95733 0.76861 -1.16616 0.0 0.0 0.0
H -8.19904 -1.35121 -2.56160 0.0 0.0 0.0
H -0.80476 1.51987 -2.47562 0.0 0.0 0.0
C 1.23249 0.83827 -3.12739 0.0 0.0 0.0
C 5.83771 -1.05869 -0.61552 0.0 0.0 0.0
H 1.84686 1.01924 2.25410 0.0 0.0 0.0
N 8.49032 -3.24969 -1.22926 0.0 0.0 0.0
H -6.35512 -2.96479 -2.15144 0.0 0.0 0.0
H 2.81358 3.08878 3.26143 0.0 0.0 0.0
C 6.07418 -2.41431 -0.82914 0.0 0.0 0.0
C 1.29868 1.95604 2.24972 0.0 0.0 0.0
C 1.49194 -1.43428 1.03821 0.0 0.0 0.0
H -0.80506 5.12171 2.14973 0.0 0.0 0.0
N 0.09844 1.92389 1.68797 0.0 0.0 0.0
H 3.10432 -0.26168 -2.77549 0.0 0.0 0.0
C -7.13720 0.30992 -1.75627 0.0 0.0 0.0
C 2.10265 -2.19345 2.07235 0.0 0.0 0.0
O -2.72183 -0.61078 -0.14914 0.0 0.0 0.0
C 1.07488 4.26813 2.77483 0.0 0.0 0.0
C 0.11154 0.98140 -2.27580 0.0 0.0 0.0
C 1.54567 -0.23863 -1.17624 0.0 0.0 0.0
C 1.16103 -2.35584 3.06470 0.0 0.0 0.0
C 7.41718 -2.87975 -1.05201 0.0 0.0 0.0
C 2.09080 -1.03032 -0.16654 0.0 0.0 0.0
C -4.90761 -0.13859 -0.93178 0.0 0.0 0.0
H 1.45693 5.18677 3.20023 0.0 0.0 0.0
C 4.54382 -0.61462 -0.40682 0.0 0.0 0.0
H 1.27108 -2.88355 3.99753 0.0 0.0 0.0
N 0.18708 -1.14542 1.41797 -0.1 0.0 0.0
H 5.20982 -4.37024 -0.99983 0.0 0.0 0.0
C 5.01647 -3.32034 -0.82795 0.0 0.0 0.0
H 3.11500 -2.56339 2.06877 0.0 0.0 0.0
H -0.94891 -1.60393 3.11790 0.0 0.0 0.0
Zn -0.93247 0.19125 0.44533 0.1 0.0 0.0
H 4.35033 0.43859 -0.24863 0.0 0.0 0.0
C 0.00198 -1.69278 2.61262 0.0 0.0 0.0
C -3.62299 0.25660 -0.31895 0.0 0.0 0.0
C -5.07606 -1.47828 -1.29582 0.0 0.0 0.0
C 3.48280 -1.51476 -0.39687 0.0 0.0 0.0
H -7.92984 1.02596 -1.92737 0.0 0.0 0.0
H 2.89961 -3.56546 -0.59887 0.0 0.0 0.0
```
Positions in Å, forces in eV/Å.

Table of relative energy (zero: lowest compared OMol25 entry of this formula, charge and spin) (kcal per mole), in record order: 56.7, 0.0